(1)
Density functional theory data (ωB97M-V/def2-TZVPD) for a 4-piece molecular cluster, C13H26O5S overall in a non-equilibrium geometry.

Positions of all 45 atoms, in Å:
S: -1.1871 1.3153 -1.8599
O: -0.7231 2.6129 -1.3869
O: -2.6190 1.0747 -1.8183
O: 0.7481 -3.0656 3.1291
O: 3.0993 0.7002 -0.0318
O: -3.3705 -0.9577 0.3375
C: 2.2834 2.8708 -0.4536
C: 2.7191 1.7453 0.4697
C: -0.5427 0.8895 -3.4864
C: 0.8080 0.3023 -3.1593
C: 1.7451 -3.2168 2.4722
C: -4.0354 0.0280 0.5643
C: 2.2643 1.8376 1.9190
C: -3.5334 1.2221 1.3290
C: 2.2817 -4.6048 2.2405
C: -0.2969 -0.0251 -0.9450
C: -5.4175 0.1373 -0.0533
C: 2.4372 -2.0340 1.8062
C: 0.6876 -0.6608 -1.9684
H: 2.5383 0.9484 2.4754
H: -0.4560 1.7457 -4.1519
H: -4.1442 1.3474 2.2342
H: 1.6851 -0.9045 -1.6161
H: -5.9409 0.9839 0.3954
H: 1.9981 -1.5671 0.9246
H: 2.5410 -1.2514 2.5522
H: 3.4207 -2.3460 1.4451
H: 0.0258 0.2760 0.0455
H: 1.2214 2.1255 1.9965
H: 2.8844 2.6230 2.3732
H: -1.2193 0.1664 -3.9443
H: 1.4562 1.1372 -2.8728
H: 2.8204 -4.7585 1.3030
H: -5.9183 -0.8018 0.1693
H: -1.0890 -0.7619 -0.8024
H: 2.3946 2.5289 -1.4740
H: 2.8034 3.8108 -0.2586
H: 1.2362 3.0263 -0.1908
H: 2.8983 -4.9631 3.0644
H: -5.3043 0.3296 -1.1175
H: 1.4290 -5.2817 2.1519
H: 1.2844 -0.1870 -4.0091
H: -2.5677 1.0254 1.8026
H: -3.5502 2.1393 0.7491
H: 0.2046 -1.5619 -2.3497

HOMO-LUMO gap (Ha): 0.365
Energy above the lowest of the compared OMol25 structures with the same formula, charge and spin (eV): 0.0000
E_HOMO (eV): -9.29
E_tot (eV): -34974.320
SMILES string: O=S1(=O)CCCC1.CC(C)=O.CC(C)=O.CC(C)=O
2S+1: 1

(2)
Density functional theory data (ωB97M-V/def2-TZVPD) for C13H27ClEuIN2OP2 as an isolated structure in a non-equilibrium geometry.

Positions of all 48 atoms, in Å:
Eu: -0.3800 -1.0809 -3.4110
I: -0.6436 -3.5269 -4.9781
Cl: 0.2030 -2.5333 -1.2293
P: -2.0357 -0.0202 -0.7458
P: 2.1886 -0.0557 -0.6400
O: 0.1272 2.3322 -2.6794
N: 0.1519 -0.4567 6.0373
N: -0.4504 0.1490 1.9519
C: 3.2485 -0.0759 -2.1545
C: -2.8808 1.3798 0.0992
C: -0.3169 1.0439 4.2065
C: -2.8313 -1.3855 0.2083
C: 2.9878 1.3545 0.2478
C: -0.0261 1.5052 -3.5185
C: 0.0291 -0.2497 4.6964
C: -0.5419 1.1628 2.8276
C: -0.0511 -1.0482 2.4244
C: 0.0273 1.4894 -5.0173
C: -3.1223 -0.0946 -2.2394
C: 3.0786 -1.3975 0.2763
C: 0.1961 -1.3065 3.7699
H: -3.9238 -1.3291 0.1038
H: -2.5568 -1.2797 1.2622
H: -0.0006 0.2822 6.7069
H: 3.0065 -0.9739 -2.7529
H: 3.0474 0.8293 -2.7528
H: -2.9663 -0.9938 -2.8718
H: 4.3099 -0.1021 -1.8551
H: 0.0502 -1.8240 1.6724
H: -0.9048 1.0146 -5.4199
H: -2.4525 -2.3503 -0.1554
H: -0.8440 2.1409 2.4368
H: 0.3433 -1.3790 6.4097
H: 0.9667 0.9949 -5.3693
H: -4.1520 -0.1273 -1.8595
H: -2.5367 1.4664 1.1321
H: 4.1691 -1.2526 0.2157
H: 2.7628 -1.3609 1.3266
H: 4.0728 1.2065 0.3180
H: 2.7793 2.2953 -0.2721
H: 0.0447 2.5566 -5.3483
H: 2.7837 -2.3690 -0.1460
H: -2.6555 2.3154 -0.4222
H: -2.9876 0.8212 -2.8352
H: 0.4996 -2.3025 4.1090
H: -0.4186 1.9021 4.8801
H: -3.9648 1.2219 0.0958
H: 2.5704 1.4116 1.2590

Total charge: +2
HOMO-LUMO gap (spin up / spin down) (Ha): 0.174 / 0.121
E_HOMO (spin up / spin down) (eV): -13.34 / -13.21
E_tot (eV): -77457.455
2S+1: 7

(3)
Density functional theory data (ωB97M-V/def2-TZVPD) for C13H27N2OZr as an isolated structure in a non-equilibrium geometry.

Positions of all 44 atoms, in Å:
Zr: -0.8154 0.1960 -0.1908
O: -1.4272 -0.5683 1.4564
N: 0.8309 -0.6219 -1.8179
N: 1.4174 0.1119 0.9566
C: -2.4252 0.0986 -1.3709
C: -0.9960 -1.6556 3.4960
C: -0.8522 0.8109 4.7716
C: -2.1045 -3.9240 3.4705
C: -1.2020 -0.4593 2.7975
C: -0.6650 -1.5734 4.8405
C: -1.3239 2.2021 1.1918
C: 0.3033 -3.7154 2.8660
C: -1.2546 2.1913 2.7176
C: -0.1261 3.1356 3.1002
C: -1.0574 -3.0225 2.8074
C: -0.5949 -0.3487 5.4739
C: -1.1242 0.8149 3.4115
H: 1.6021 0.0486 -1.9621
H: -1.5818 3.1650 0.7082
H: -0.2950 1.8826 0.7753
H: -3.2955 0.7278 -1.2147
H: 0.6125 -3.8992 3.9027
H: -2.2232 2.6015 3.0417
H: -3.0982 -3.4647 3.4390
H: -0.0197 3.2035 4.1775
H: -2.7602 -0.8982 -1.2026
H: -2.2590 0.2223 -2.4377
H: 2.2759 0.2074 0.3954
H: -1.3306 -2.9002 1.7539
H: -1.8535 -4.1215 4.5191
H: -0.8181 1.7652 5.3160
H: 1.5291 0.8068 1.7028
H: -0.3395 -0.3234 6.5357
H: -2.1527 -4.8812 2.9405
H: 0.8429 2.8056 2.6924
H: 1.2354 -1.5103 -1.4741
H: -2.1298 1.4873 0.9118
H: -0.3158 4.1330 2.6957
H: -0.4668 -2.5091 5.3895
H: 0.2467 -4.6787 2.3469
H: -1.0711 1.7387 -0.9042
H: 1.0803 -3.1099 2.3870
H: 1.5179 -0.7799 1.4581
H: 0.4049 -0.8114 -2.7315

Total charge: +1
HOMO-LUMO gap (Ha): 0.291
E_HOMO (eV): -11.26
E_tot (eV): -20220.709
2S+1: 1

(4)
Density functional theory data (ωB97M-V/def2-TZVPD) for C13H27N5O4RuTe as an isolated structure in a non-equilibrium geometry.

Positions of all 51 atoms, in Å:
Te: -0.0084 -0.5407 3.2636
Ru: 0.0696 0.3959 -0.5438
O: 1.7929 1.2196 1.1077
O: -0.4603 -0.0038 -3.3757
O: 3.5366 2.6229 0.9807
O: -1.5152 -1.2524 1.5701
N: 1.2432 1.7243 -1.7435
N: -0.7606 -0.4552 -2.1026
N: 3.7552 2.9953 -1.5275
N: -1.2115 -1.0378 0.3098
N: -2.1070 2.5584 -0.2900
C: -1.8935 -1.7327 -0.5565
C: 2.5760 3.8456 -1.7463
C: -2.2888 -2.0938 -3.0875
C: -1.1970 1.2053 3.2260
C: 2.7842 2.1274 3.1214
C: 2.6460 1.9217 1.6442
C: -1.3157 1.7217 -0.4127
C: 2.5170 0.9816 -1.9150
C: -1.6129 -1.4087 -1.9464
C: 1.3594 3.1091 -1.2188
C: -2.9277 -2.7442 -0.1851
C: -1.3949 -1.6911 4.3596
C: 3.6659 1.8359 -2.4141
H: 2.6570 3.1880 3.3389
H: -1.5857 -2.3038 -3.8944
H: -3.8651 -2.5476 -0.7069
H: 3.4999 2.1374 -3.4572
H: 4.6040 3.5160 -1.7137
H: 4.5904 1.2605 -2.3713
H: 2.3225 0.1550 -2.5999
H: 2.0551 1.5498 3.6767
H: -2.6039 -3.7541 -0.4462
H: 3.7919 1.8534 3.4318
H: -3.1102 -2.7063 0.8832
H: -1.2331 -0.1538 -3.9409
H: -1.0164 -2.7064 4.4407
H: -2.1954 0.8922 2.9327
H: 3.4194 2.6718 -0.0130
H: -1.5155 -1.2566 5.3484
H: -0.7956 1.8871 2.4836
H: 2.4607 4.0895 -2.8105
H: -1.1989 1.6660 4.2115
H: 2.6895 4.7794 -1.1968
H: -2.3309 -1.6778 3.8074
H: 0.7872 1.7707 -2.6503
H: 2.7954 0.5670 -0.9435
H: 0.4320 3.6249 -1.4590
H: 1.4145 3.0550 -0.1348
H: -3.1028 -1.4769 -3.4806
H: -2.7227 -3.0358 -2.7665

Total charge: +1
HOMO-LUMO gap (spin up / spin down) (Ha): 0.266 / 0.265
Energy above the lowest of the compared OMol25 structures with the same formula, charge and spin (eV): 1.6886
E_HOMO (spin up / spin down) (eV): -10.38 / -10.98
E_tot (eV): -39425.617
2S+1: 2

(5)
Density functional theory data (ωB97M-V/def2-TZVPD) for C13H27NO4RhSSeSi as an isolated structure.

Positions of all 49 atoms, in Å:
Rh: -0.2247 -2.1696 -0.3576
Se: 0.1024 -6.4189 -0.6120
S: -0.6834 -4.0105 1.6950
Si: 0.0387 0.2162 -0.1816
O: -0.8477 -5.4809 1.4337
O: -1.6942 -3.2441 0.8605
O: 0.6427 -3.5808 1.1050
O: -0.7969 -3.6978 3.0973
N: -0.2889 -3.7766 -1.8969
C: 1.7192 2.0182 1.4098
C: -1.5339 0.4258 2.1950
C: -1.5641 0.8424 0.7150
C: 2.8899 0.2737 0.0796
C: 1.2187 0.1895 -2.7787
C: 0.6336 2.4754 -1.9667
C: 1.6824 -0.3748 2.0981
C: 1.6194 0.5769 0.8881
C: -2.8107 0.1485 0.1316
C: -1.7853 2.3594 0.6518
C: 0.2073 1.0014 -1.9469
C: -0.1434 -4.8325 -1.4492
C: -1.1225 0.8892 -2.7058
H: 1.6727 2.7682 0.6178
H: -0.9656 1.1970 -3.7490
H: 2.5978 -0.1559 2.6672
H: 1.6384 2.6242 -1.5724
H: -1.9494 2.7169 -0.3664
H: 1.7205 -1.4254 1.8035
H: 0.9341 2.2472 2.1309
H: -3.6891 0.4453 0.7221
H: -0.0436 3.1157 -1.3980
H: 2.6789 2.1480 1.9300
H: -1.3786 -0.6484 2.3291
H: 0.6360 2.8411 -3.0040
H: -0.9523 2.9254 1.0719
H: -3.0100 0.4182 -0.9041
H: 2.2392 0.2701 -2.4082
H: 3.7583 0.3258 0.7506
H: -2.5042 0.6689 2.6491
H: 1.2143 0.5547 -3.8159
H: -0.7714 0.9568 2.7641
H: 0.8427 -0.2715 2.7815
H: -2.6826 2.6186 1.2320
H: -2.7379 -0.9393 0.1948
H: 3.0641 0.9829 -0.7294
H: 0.9605 -0.8731 -2.8024
H: -1.5012 -0.1374 -2.7205
H: 2.8715 -0.7331 -0.3477
H: -1.9015 1.5287 -2.2919

Total charge: -1
HOMO-LUMO gap (spin up / spin down) (Ha): 0.272 / 0.251
Energy above the lowest of the compared OMol25 structures with the same formula, charge and spin (eV): 0.5023
E_HOMO (spin up / spin down) (eV): -4.65 / -5.84
E_tot (eV): -110666.867
2S+1: 5

(6)
Density functional theory data (ωB97M-V/def2-TZVPD) for a 3-piece molecular cluster, C13H27O11PS2 overall.

Positions of all 54 atoms, in Å:
S: -4.9967 -1.2647 0.9682
S: -3.4745 2.1244 5.1546
P: -3.2299 0.9755 3.6484
O: 4.0915 -1.2359 -0.0049
O: -6.1747 -1.6635 0.2768
O: 0.7240 -1.4584 -2.6238
O: -3.2493 -0.5839 3.9923
O: -1.8009 1.1593 2.9181
O: 5.7075 -0.0239 0.7551
O: 6.1147 -2.1977 0.2749
O: 0.3668 0.7437 -2.2408
O: -4.1753 -2.2232 1.6636
O: -4.0975 -0.5600 -0.1159
O: -1.2887 -0.4741 -2.8961
C: 7.0883 0.1458 1.1328
C: -3.1690 0.4733 0.2765
C: 0.0088 -0.4892 -2.5928
C: 3.5970 -2.4772 -0.5235
C: -3.8706 1.6325 0.9531
C: -5.4018 -0.0233 2.1862
C: 1.7586 0.9045 -1.8998
C: -4.9360 2.2671 0.0540
C: 5.3809 -1.2454 0.3320
C: -1.8256 -1.7396 -3.3063
C: 2.6351 0.9708 -3.1308
C: 7.9780 0.3294 -0.0758
C: -4.4775 1.2028 2.2975
H: 8.9963 0.5469 0.2484
H: -1.2927 1.8413 3.3722
H: -1.5947 -2.5084 -2.5724
H: 7.3992 -0.7092 1.7319
H: 7.0837 1.0344 1.7606
H: -5.1006 2.0192 2.6669
H: -1.4169 -2.0247 -4.2741
H: 2.2957 1.7628 -3.7992
H: -2.7033 0.7940 -0.6546
H: -5.3852 -0.5962 3.1121
H: -3.0879 2.3693 1.1452
H: -3.2783 -1.2036 3.2409
H: 7.9957 -0.5737 -0.6837
H: -2.8983 -1.5898 -3.3755
H: 2.6191 0.0253 -3.6705
H: 2.0688 0.0992 -1.2358
H: 7.6256 1.1614 -0.6861
H: -4.6198 2.2646 -0.9900
H: 3.8080 -3.3031 0.1519
H: -5.1153 3.3008 0.3513
H: 2.5248 -2.3457 -0.6363
H: -2.3854 0.0374 0.8999
H: 3.6627 1.1822 -2.8333
H: -5.8874 1.7350 0.1093
H: -6.4373 0.2510 1.9903
H: 1.7995 1.8403 -1.3463
H: 4.0406 -2.6799 -1.4970

HOMO-LUMO gap (Ha): 0.358
E_HOMO (eV): -9.46
E_tot (eV): -67403.388
SMILES string: C[C@@H]1COS(=O)(=O)C[C@H]1P(O)(O)=S.CCOC(=O)OC.CCOC(=O)OC
2S+1: 1